{
  "formula": "C15H60O15",
  "method": "ωB97M-V with the def2-TZVPD basis set",
  "species": ["C", "O", "H", "H", "H", "H", "C", "O", "H", "H", "H", "H", "C", "O", "H", "H", "H", "H", "C", "O", "H", "H", "H", "H", "C", "O", "H", "H", "H", "H", "C", "O", "H", "H", "H", "H", "C", "O", "H", "H", "H", "H", "C", "O", "H", "H", "H", "H", "C", "O", "H", "H", "H", "H", "C", "O", "H", "H", "H", "H", "C", "O", "H", "H", "H", "H", "C", "O", "H", "H", "H", "H", "C", "O", "H", "H", "H", "H", "C", "O", "H", "H", "H", "H", "C", "O", "H", "H", "H", "H"],
  "positions_angstrom": [[-1.17569, -0.12825, 4.86415], [-0.07447, -0.00296, 5.72487], [-2.03409, -0.67148, 5.25932], [-1.40699, 0.86800, 4.48722], [-0.79307, -0.69182, 4.01322], [-0.45233, 0.43917, 6.48864], [-0.22215, 1.84233, -3.87353], [-1.58201, 1.63470, -4.16854], [0.03993, 1.85701, -2.81561], [0.35554, 1.07493, -4.38879], [0.15103, 2.73760, -4.37086], [-1.81593, 2.35167, -4.76255], [1.22866, -3.49077, -0.92162], [2.43841, -3.38076, -1.64274], [0.98408, -2.57317, -0.38654], [0.46016, -3.71128, -1.66249], [1.18882, -4.36428, -0.27087], [3.12216, -2.95905, -1.11715], [-0.25743, 0.16096, 0.00382], [-0.69238, -0.07261, 1.32145], [-0.78212, 1.02034, -0.41363], [0.81991, 0.32637, 0.01196], [-0.50007, -0.71915, -0.59169], [-0.89268, -0.99583, 1.49211], [4.52772, 0.40530, 0.53274], [4.89999, 1.51536, 1.34507], [3.44687, 0.29748, 0.44198], [4.84117, 0.48794, -0.50795], [5.00714, -0.49105, 0.92620], [4.76435, 1.23820, 2.25413], [-0.70583, -1.76802, -3.99044], [-1.93356, -1.13175, -3.85017], [-0.67908, -2.85405, -3.90140], [-0.30811, -1.47391, -4.96173], [-0.04100, -1.32104, -3.25132], [-1.74824, -0.19230, -3.78190], [-1.93406, 3.33494, 1.27493], [-1.99038, 2.31494, 2.21568], [-1.98157, 4.28455, 1.80794], [-0.98092, 3.32030, 0.74635], [-2.75377, 3.13872, 0.58379], [-1.56071, 1.56594, 1.79616], [-2.44488, -3.65642, -1.03852], [-1.61941, -4.37442, -0.12097], [-1.83149, -2.89096, -1.51384], [-2.81354, -4.31421, -1.82560], [-3.27622, -3.10538, -0.59883], [-1.76012, -5.32247, -0.17573], [3.50117, -0.24546, -2.88448], [2.56487, -0.58798, -1.86951], [4.44718, -0.76582, -2.73482], [3.14247, -0.61875, -3.84369], [3.74808, 0.81441, -2.82292], [2.38538, -1.51126, -2.06173], [-1.70332, -3.37886, 2.94182], [-0.83759, -2.86417, 1.96481], [-1.31010, -4.30751, 3.35546], [-1.84453, -2.67194, 3.75940], [-2.65743, -3.70731, 2.52963], [-0.92349, -3.37176, 1.15451], [2.78645, 3.16524, -1.94058], [3.02128, 3.42849, -3.31305], [2.07734, 2.36769, -1.71886], [3.71974, 2.86872, -1.46189], [2.43236, 4.10137, -1.50885], [3.02768, 4.36030, -3.54391], [1.80967, 2.30170, 2.07765], [1.67720, 3.67218, 2.40674], [1.92812, 2.10552, 1.01200], [2.60933, 1.86682, 2.67724], [0.98258, 1.71625, 2.47927], [1.51024, 3.82849, 3.33911], [-3.65360, 3.12114, -2.19302], [-3.63503, 4.45534, -1.67086], [-3.51847, 3.21208, -3.27078], [-2.79825, 2.59160, -1.77346], [-4.52891, 2.49449, -2.02204], [-2.75046, 4.81664, -1.76358], [-3.68379, -0.76793, 1.13796], [-4.87144, -1.26771, 0.64362], [-2.98459, -0.87722, 0.30894], [-3.75431, 0.30247, 1.33129], [-3.31744, -1.37720, 1.96420], [-5.19791, -0.77003, -0.10961], [1.92804, -1.52763, 3.15000], [2.30967, -0.55322, 4.12479], [1.58109, -2.46272, 3.58969], [1.10941, -1.22343, 2.49775], [2.82307, -1.79506, 2.58829], [1.61664, -0.49732, 4.78674]],
  "mulliken_charge": [-0.079, -0.555, 0.383, 0.278, -0.371, 0.288, -0.526, -0.552, -0.090, 0.307, 0.497, 0.339, -0.090, -0.714, -0.105, 0.120, 0.425, 0.314, 0.702, 1.129, -0.368, -0.504, -0.143, -0.566, -0.238, -0.531, -0.087, 0.167, 0.415, 0.320, -0.288, -0.582, 0.309, 0.394, -0.153, 0.366, -0.558, -0.514, 0.293, 0.138, 0.296, 0.128, -0.180, -0.445, -0.152, 0.374, 0.192, 0.256, -0.919, -0.116, 0.311, 0.311, 0.222, 0.250, -0.809, -0.112, 0.269, 0.193, 0.346, 0.057, -0.427, -0.547, -0.119, 0.313, 0.485, 0.316, 0.435, -0.597, -0.283, 0.145, 0.010, 0.317, -0.132, -0.522, 0.233, -0.168, 0.296, 0.297, -0.065, -0.594, -0.095, 0.266, 0.066, 0.333, -0.587, -0.542, 0.437, 0.014, 0.317, 0.360],
  "e_homo_ev": -9.49,
  "lumo_ev": 0.28,
  "e_above_lowest_kcal_mol": 187.50,
  "total_charge": 0,
  "gap_ev": 9.775
}


{
  "formula": "C28H39Cl2N4O4Sr",
  "method": "ωB97M-V with the def2-TZVPD basis set",
  "species": ["O", "C", "C", "C", "H", "C", "H", "C", "H", "C", "H", "C", "H", "H", "C", "C", "H", "H", "H", "C", "C", "H", "H", "H", "H", "Sr", "Cl", "Cl", "C", "O", "N", "C", "C", "H", "H", "H", "H", "H", "H", "H", "H", "H", "C", "C", "N", "H", "C", "O", "H", "H", "H", "H", "C", "N", "N", "C", "O", "C", "C", "C", "C", "C", "C", "C", "C", "C", "H", "H", "H", "H", "H", "H", "H", "H", "H", "H", "H", "H"],
  "positions_angstrom": [[1.48458, 1.09837, -2.02549], [1.20670, 1.48567, -3.25403], [1.21816, 3.01286, -3.18752], [0.88483, 3.68943, -2.01979], [0.62376, 3.12763, -1.11659], [0.86665, 5.08562, -2.03280], [0.59017, 5.61434, -1.12369], [1.20846, 5.78095, -3.19503], [1.20164, 6.87209, -3.20150], [1.56490, 5.07286, -4.35162], [1.84246, 5.60602, -5.25919], [1.57134, 3.68288, -4.35061], [1.83530, 3.10772, -5.24034], [2.09965, 1.11806, -3.76138], [0.21911, -0.57374, -4.35747], [0.01639, 0.87177, -4.00998], [-0.41484, -0.86438, -5.20002], [-0.03882, -1.23542, -3.50160], [1.27937, -0.73955, -4.56560], [-1.11818, 1.62291, -4.19790], [-2.40571, 1.12507, -4.84718], [-1.13988, 2.66184, -3.83461], [-2.61748, 1.71609, -5.73210], [-3.25029, 1.24724, -4.14941], [-2.32570, 0.06524, -5.12145], [-0.10833, -0.01696, -0.81290], [-1.30737, 2.02420, 0.16210], [-2.05492, -0.16900, -2.71775], [-2.62440, -1.21559, 0.17968], [-1.43825, -1.51908, 0.30741], [-3.44352, -1.92267, 0.94942], [-2.95459, -3.17568, 1.52646], [-4.76486, -1.47433, 1.22849], [-3.07186, -0.45376, -0.50417], [-1.89141, -3.31480, 1.28785], [-3.54756, -4.00752, 1.11783], [-3.09855, -3.14298, 2.61546], [-4.87161, -0.44496, 0.85325], [-4.92913, -1.49112, 2.31070], [-5.48537, -2.13164, 0.72967], [1.67416, -5.05030, -1.93510], [4.23205, -4.14851, -1.56502], [1.68506, -4.23975, -2.67818], [3.95003, -3.30089, -2.20087], [2.53119, -3.14804, -2.20016], [0.66429, -3.87770, -2.84955], [1.96764, -2.01081, -1.81551], [0.72164, -2.01837, -1.75318], [4.40109, -2.37470, -1.81428], [2.64354, -1.13520, -1.62011], [2.11652, -4.61671, -3.61244], [4.29266, -3.48359, -3.22644], [1.19727, -0.08858, 5.91265], [1.54265, -0.10141, 4.51303], [0.60674, 0.14975, 3.55461], [1.21745, -0.07689, 2.28497], [0.66848, -0.02777, 1.20956], [2.59112, -0.39559, 2.57950], [2.71455, -0.44115, 3.93352], [3.93688, -0.85145, 4.62292], [-0.78900, 0.42391, 3.85551], [-1.15175, 1.62161, 4.48309], [-2.46154, 1.82661, 4.91439], [-3.42699, 0.83179, 4.73534], [-3.06621, -0.36819, 4.11638], [-1.76642, -0.56573, 3.65622], [0.40856, -0.81028, 6.12985], [0.88054, 0.90549, 6.22694], [2.08340, -0.36506, 6.47652], [3.28593, -0.63622, 1.78471], [4.29533, -0.03852, 5.24565], [3.73569, -1.75096, 5.19564], [4.68492, -1.07959, 3.85964], [-0.39686, 2.38714, 4.66176], [-2.74116, 2.75790, 5.41139], [-4.45153, 0.97692, 5.09471], [-3.81193, -1.16378, 4.02590], [-1.47680, -1.51109, 3.18990]],
  "mulliken_charge": [-1.008, 0.945, -0.632, 0.063, 0.192, -0.671, 0.397, -0.398, 0.332, -0.608, 0.349, -0.239, 0.344, 0.339, -1.330, -0.021, 0.320, 0.186, 0.450, 0.239, -1.415, 0.234, 0.422, 0.249, 0.311, 1.931, -0.683, -0.596, 0.227, -0.698, 0.363, -0.943, -0.893, 0.178, 0.195, 0.337, 0.285, 0.268, 0.292, 0.343, 0.304, 0.327, -0.959, -0.946, 0.331, 0.241, 0.541, -0.880, 0.267, 0.084, 0.340, 0.325, -0.996, 0.044, 0.671, -0.279, -0.728, -0.795, 0.842, -1.754, -0.672, -0.126, -0.691, -0.556, -0.557, 0.242, 0.289, 0.307, 0.455, 0.429, 0.361, 0.377, 0.341, 0.613, 0.360, 0.386, 0.498, 0.305],
  "e_homo_ev": -2.89,
  "lumo_ev": 1.92,
  "e_above_lowest_kcal_mol": 0.00,
  "total_charge": -1,
  "gap_ev": 4.812
}


{
  "formula": "C19H12N2S2",
  "method": "ωB97M-V with the def2-TZVPD basis set",
  "species": ["N", "C", "C", "C", "C", "C", "C", "C", "C", "C", "C", "C", "S", "S", "C", "C", "C", "C", "C", "C", "C", "C", "N", "H", "H", "H", "H", "H", "H", "H", "H", "H", "H", "H", "H"],
  "positions_angstrom": [[-1.31560, -1.10699, 1.96844], [-0.72430, -0.60590, 1.10169], [-0.00931, 0.09905, 0.06978], [-0.39280, 0.03077, -1.27988], [-1.64422, -0.45719, -1.86694], [-1.97924, -0.22938, -3.20041], [-3.33233, -0.65069, -3.50403], [-3.99627, -1.27235, -2.42268], [-5.33173, -1.84925, -2.42824], [-5.95216, -2.32665, -1.28773], [-7.26882, -2.90991, -1.51609], [-7.66829, -2.74271, -2.84929], [-6.36288, -2.03301, -3.82278], [-2.94636, -1.16782, -0.97539], [1.19162, 0.84915, 0.47900], [2.16844, 1.39324, -0.30865], [3.08831, 2.10345, 0.53667], [4.19196, 2.89038, 0.24096], [4.96530, 3.39605, 1.32033], [4.58158, 3.16873, 2.65159], [3.37523, 2.48001, 2.92328], [2.65317, 1.94387, 1.83280], [1.49915, 1.19085, 1.79918], [0.26763, 0.49962, -1.97585], [-1.31540, 0.29870, -3.90420], [-3.74097, -0.54823, -4.49525], [-5.47299, -2.30806, -0.32037], [-7.86389, -3.42097, -0.73774], [-8.57466, -3.06585, -3.27700], [2.23255, 1.36497, -1.38104], [4.50296, 3.01655, -0.79458], [5.85959, 3.99368, 1.09681], [5.14531, 3.56626, 3.47237], [3.05848, 2.33907, 3.96491], [0.92307, 0.91194, 2.60751]],
  "nbo_charge": [-0.302, 0.255, -0.186, -0.078, -0.276, -0.190, -0.251, -0.168, -0.254, -0.222, -0.246, -0.375, 0.421, 0.462, 0.152, -0.272, -0.116, -0.185, -0.233, -0.216, -0.255, 0.208, -0.547, 0.222, 0.229, 0.229, 0.227, 0.235, 0.234, 0.215, 0.214, 0.214, 0.216, 0.216, 0.424],
  "e_homo_ev": -7.53,
  "lumo_ev": -1.06,
  "e_above_lowest_kcal_mol": 0.00,
  "total_charge": 0,
  "gap_ev": 6.470
}


{
  "formula": "C10H16",
  "method": "ωB97M-V with the def2-TZVPD basis set",
  "species": ["C", "C", "C", "C", "C", "C", "C", "C", "H", "H", "H", "H", "H", "H", "H", "H", "H", "H", "C", "C", "H", "H", "H", "H", "H", "H"],
  "positions_angstrom": [[0.85036, -2.13936, 0.62174], [0.60267, -2.27144, -0.91909], [0.36410, -0.79402, 1.19528], [-0.97367, -0.53591, 1.19346], [1.38803, 0.16654, 1.58947], [-1.27789, 0.78857, 1.50834], [1.05342, 1.48736, 1.65044], [-0.31313, 1.81924, 1.59533], [0.33670, -2.93024, 0.95454], [1.86289, -2.29987, 0.91435], [-0.42359, -1.88476, -1.07739], [-1.60788, -1.35373, 1.07830], [2.43255, -0.19424, 1.63437], [-2.27379, 1.29170, 1.47992], [1.78391, 2.25049, 1.81834], [-0.64854, 2.75475, 1.68327], [0.63498, -3.24051, -1.31915], [1.40784, -1.68844, -1.42759], [-0.23731, 1.36900, -2.86805], [-1.23919, 0.41433, -3.44392], [-0.67248, 2.41106, -2.98634], [-0.22878, 0.99666, -1.84103], [0.70973, 1.61333, -3.31568], [-0.98681, -0.33674, -4.21009], [-2.18123, 0.97071, -3.62559], [-1.44988, -0.18596, -2.49826]],
  "lowdin_spin": [0.038, 0.033, 0.130, 0.053, 0.179, 0.186, 0.067, 0.153, 0.009, 0.008, 0.003, 0.012, 0.025, 0.017, 0.007, 0.019, 0.012, 0.005, 0.019, 0.012, 0.005, 0.001, 0.003, 0.002, 0.002, 0.001],
  "e_homo_ev": [1.11, -3.82],
  "lumo_ev": [3.84, 3.67],
  "e_above_lowest_kcal_mol": 46.53,
  "total_charge": -1,
  "gap_ev": [2.735, 7.489],
  "spin_multiplicity": 2
}